Entry 1:
Formula: C2H4N2
Source: OMol25
Level of theory: ωB97M-V/def2-TZVPD

CARTESIAN COORDINATES (ANGSTROEM)
C 0.621 0.839 0.072
C -0.058 -0.296 -0.089
N -2.142 0.521 -0.135
N -1.450 -0.434 0.141
H 1.610 0.936 -0.205
H 0.221 -1.250 -0.543
H 0.212 1.671 0.577
H -1.972 -1.294 0.491

Computed properties:
Energy above the lowest of the compared OMol25 structures with the same formula, charge and spin ... 3.780 eV
Highest occupied orbital energy ... -7.86 eV
Frontier orbital gap ... 8.60 eV
Maximum force ... 2.44 eV/Å
LUMO ... 0.74 eV
Net charge ... 0


Entry 2:
Formula: C2H4N2
Source: OMol25
Level of theory: ωB97M-V/def2-TZVPD

CARTESIAN COORDINATES (ANGSTROEM)
C 1.269 -1.477 1.645
C -1.027 0.809 -0.332
N 1.447 -0.794 0.749
N -0.186 0.212 -1.029
H -1.145 1.767 -0.528
H -1.637 0.385 0.418
H 1.398 -0.110 0.048
H -0.119 -0.793 -0.970

Computed properties:
Energy above the lowest of the compared OMol25 structures with the same formula, charge and spin ... 2.666 eV
Highest occupied orbital energy ... -10.61 eV
Frontier orbital gap ... 11.46 eV
Maximum force ... 4.85 eV/Å
LUMO ... 0.85 eV
Net charge ... 0


Entry 3:
Formula: C2H4N2
Source: OMol25
Level of theory: ωB97M-V/def2-TZVPD

CARTESIAN COORDINATES (ANGSTROEM)
C 0.856 -0.773 -0.020
C 0.452 0.512 0.033
N -1.631 -0.546 -0.002
N -1.038 0.462 0.029
H 1.801 -1.282 -0.007
H 0.970 1.510 0.177
H -0.049 -1.351 -0.008
H -1.360 1.468 -0.202

Computed properties:
Energy above the lowest of the compared OMol25 structures with the same formula, charge and spin ... 1.356 eV
Highest occupied orbital energy (spin up / spin down) ... -6.75 / -9.78 eV
Frontier orbital gap (spin up / spin down) ... 7.77 / 9.20 eV
Maximum force ... 12.77 eV/Å
Spin multiplicity ... 3
LUMO (spin up / spin down) ... 1.02 / -0.59 eV
Net charge ... 0
<S²> ... 2.019


Entry 4:
Formula: C2H4N2O
Source: OMol25
Level of theory: ωB97M-V/def2-TZVPD

CARTESIAN COORDINATES (ANGSTROEM)
C 0.704 -0.723 0.377
C -0.658 1.103 -0.342
N 0.111 -1.890 -0.209
N 1.336 -1.831 -0.259
O 0.703 0.511 -0.274
H 0.966 -0.591 1.749
H -0.650 2.141 -0.504
H -1.248 0.779 0.562
H -1.264 0.499 -1.099

Computed properties:
Energy above the lowest of the compared OMol25 structures with the same formula, charge and spin ... 4.087 eV
Highest occupied orbital energy ... -10.36 eV
Frontier orbital gap ... 10.79 eV
Maximum force ... 4.85 eV/Å
LUMO ... 0.43 eV
Net charge ... 0


Entry 5:
Formula: C2H4N2O
Source: OMol25
Level of theory: ωB97M-V/def2-TZVPD

CARTESIAN COORDINATES (ANGSTROEM)
C 1.713 -1.314 -2.296
C -0.557 0.017 0.685
N 0.209 0.058 -1.581
N 0.066 -0.485 -0.516
O 2.211 -1.751 -1.347
H 1.678 -1.409 -3.397
H -0.858 -0.865 1.092
H -1.310 0.854 0.847
H 0.412 0.305 1.179

Computed properties:
Energy above the lowest of the compared OMol25 structures with the same formula, charge and spin ... 4.515 eV
Highest occupied orbital energy (spin up / spin down) ... -7.29 / -7.30 eV
Frontier orbital gap (spin up / spin down) ... 8.00 / 8.00 eV
Maximum force ... 3.69 eV/Å
LUMO (spin up / spin down) ... 0.70 / 0.71 eV
Net charge ... 0


Entry 6:
Formula: C2H4N2O
Source: OMol25
Level of theory: ωB97M-V/def2-TZVPD

CARTESIAN COORDINATES (ANGSTROEM)
C 0.151 0.174 -0.918
N 0.269 -1.149 0.372
C -0.278 1.467 0.072
N -0.573 1.217 1.222
O -0.073 -0.171 -2.006
H 1.208 -1.520 0.437
H -0.410 -1.888 0.238
H -0.005 -0.487 1.144
H -0.289 2.358 -0.561

Computed properties:
Energy above the lowest of the compared OMol25 structures with the same formula, charge and spin ... 2.870 eV
Highest occupied orbital energy ... -7.99 eV
Frontier orbital gap ... 8.24 eV
Maximum force ... 0.65 eV/Å
LUMO ... 0.25 eV
Net charge ... 0


Entry 7:
Formula: C2H4N2O2
Source: OMol25
Level of theory: ωB97M-V/def2-TZVPD

CARTESIAN COORDINATES (ANGSTROEM)
C 0.338 -0.303 -0.600
C -1.577 -0.242 0.774
H 3.072 1.117 -0.299
H 1.839 1.042 0.850
H -0.188 -1.034 -1.223
H -1.890 0.275 1.686
N 2.063 1.125 -0.148
N 1.483 0.151 -0.909
O -0.320 0.161 0.516
O -2.208 -1.044 0.151

Computed properties:
Energy above the lowest of the compared OMol25 structures with the same formula, charge and spin ... 2.469 eV
Highest occupied orbital energy ... -9.21 eV
Frontier orbital gap ... 10.08 eV
Maximum force ... 1.10 eV/Å
Structure (SMILES) ... N/N=C\OC=O
LUMO ... 0.87 eV
Net charge ... 0


Entry 8:
Formula: C2H4N2O2
Source: OMol25
Level of theory: ωB97M-V/def2-TZVPD

CARTESIAN COORDINATES (ANGSTROEM)
N 0.086 1.837 -0.422
C 0.138 0.640 0.094
O 0.649 0.741 1.269
N -0.247 -0.562 -0.433
C -0.104 -1.759 0.264
O -0.416 -2.822 -0.208
H -0.253 2.068 -1.344
H 0.630 1.954 0.786
H -0.636 -0.609 -1.366
H 0.319 -1.618 1.269

Computed properties:
Energy above the lowest of the compared OMol25 structures with the same formula, charge and spin ... 2.238 eV
Highest occupied orbital energy ... -10.30 eV
Frontier orbital gap ... 10.94 eV
Maximum force ... 0.39 eV/Å
LUMO ... 0.64 eV
Net charge ... 0